[1]
Below is a structure of composition C4H8O2, with properties calculated with ωB97M-V with the def2-TZVPD basis set.

The value obtained for the energy above the lowest of the compared OMol25 structures with the same formula, charge and spin is 6.029 eV. The value obtained for the orbital gap is 10.19 eV.

Each line ends with the Löwdin charge.
CARTESIAN COORDINATES (ANGSTROEM)
O (2.072, 1.168, -0.114)  -0.14
C (1.253, 0.134, -0.136)  -0.41
C (-0.151, 0.287, 0.397)  -0.22
C (-1.078, 0.775, -0.731)  -0.13
O (-1.633, -0.538, -0.891)  -0.10
C (-1.015, -0.977, 0.326)  -0.15
H (2.255, 0.034, 0.666)  0.18
H (1.780, -0.806, 0.835)  0.19
H (1.315, -0.582, -0.980)  0.15
H (-0.143, 0.865, 1.322)  0.15
H (-1.830, 1.501, -0.399)  0.12
H (-0.597, 1.144, -1.643)  0.13
H (-1.742, -1.073, 1.142)  0.12
H (-0.485, -1.932, 0.204)  0.12



[2]
Below is a structure of composition C4H8O2 in a non-equilibrium geometry, with properties calculated with ωB97M-V with the def2-TZVPD basis set.

The value obtained for the energy above the lowest of the compared OMol25 structures with the same formula, charge and spin is 4.113 eV. The value obtained for the orbital gap is 9.19 eV.

Each line ends with the Löwdin charge.
CARTESIAN COORDINATES (ANGSTROEM)
O (-1.747, 0.619, -0.348)  -0.22
C (-1.589, -0.710, -0.033)  -0.33
C (-0.132, -0.698, 0.365)  -0.01
C (0.885, -0.263, -0.660)  -0.13
C (1.294, 0.961, 0.144)  -0.18
O (0.156, 1.009, 1.032)  -0.08
H (-0.798, 1.182, 0.422)  0.09
H (-2.214, -1.106, 0.797)  0.11
H (-1.774, -1.427, -0.881)  0.14
H (0.213, -1.220, 1.247)  0.14
H (1.682, -0.988, -0.819)  0.12
H (0.394, -0.001, -1.600)  0.12
H (1.461, 1.877, -0.432)  0.13
H (2.169, 0.763, 0.766)  0.12



[3]
Below is the molecule C4H8O2, with properties calculated with ωB97M-V with the def2-TZVPD basis set.

The value obtained for the energy above the lowest of the compared OMol25 structures with the same formula, charge and spin is 0.760 eV. The value obtained for the orbital gap is 11.03 eV. Its structure (SMILES) is CC(=O)[C@H](C)O.

Each line ends with the Löwdin charge.
CARTESIAN COORDINATES (ANGSTROEM)
C (-1.071, 1.431, -0.108)  0.00
C (-0.416, 0.248, -0.750)  -0.41
O (-0.045, 0.273, -1.910)  0.08
C (-0.049, -0.967, 0.072)  -0.40
C (1.111, -0.454, 0.942)  -0.03
O (0.347, -1.967, -0.814)  -0.03
H (-0.352, 2.254, -0.079)  0.10
H (-1.899, 1.734, -0.748)  0.09
H (-1.428, 1.225, 0.902)  0.08
H (-0.874, -1.319, 0.711)  0.16
H (1.544, -1.290, 1.487)  0.08
H (0.789, 0.314, 1.655)  0.08
H (1.884, -0.020, 0.297)  0.10
H (0.458, -1.463, -1.656)  0.09



[4]
Below is the molecule C4H8O2 in a non-equilibrium geometry, with properties calculated with ωB97M-V with the def2-TZVPD basis set.

The value obtained for the energy above the lowest of the compared OMol25 structures with the same formula, charge and spin is 1.939 eV. The value obtained for the orbital gap is 10.68 eV. Its structure (SMILES) is C[C@@H](O)CC=O.

Each line ends with the Löwdin charge.
CARTESIAN COORDINATES (ANGSTROEM)
C (-1.463, -0.094, -1.723)  -0.05
C (-0.185, 0.197, -0.959)  -0.44
O (0.164, 1.588, -0.787)  -0.05
C (-0.197, -0.204, 0.506)  -0.15
C (1.050, -0.479, 1.275)  -0.25
O (1.060, -1.284, 2.171)  0.05
H (-2.052, -0.906, -1.269)  0.09
H (-1.510, 0.018, -2.805)  0.08
H (-1.999, 0.819, -1.412)  0.08
H (0.615, -0.382, -1.480)  0.15
H (-0.159, 2.066, -1.566)  0.09
H (-0.924, 0.444, 1.061)  0.15
H (-0.830, -1.090, 0.650)  0.12
H (1.915, 0.164, 1.057)  0.13



| no. | calculated total energy (eV) | molecular weight (g/mol) |
| --- | --- | --- |
| 1 | -8367.2525 | 88.1 |
| 2 | -8369.1688 | 88.1 |
| 3 | -8372.5220 | 88.1 |
| 4 | -8371.3430 | 88.1 |